Entry 1:
# C27H76O11

A cluster of 11 separate species, C27H76O11 in total at a distorted geometry (ωB97M-V/def2-TZVPD, the OMol25 dataset).

For the total energy, the calculation gives -1901.38341 Eh. Its structure (SMILES) is CC(C)O.CC(C)O.CC(C)O.CC(C)O.CC(C)O.CC(C)O.CC(C)O.CC(C)O.CO.CO.CO. The value obtained for the molar mass is 576.89 g mol⁻¹. The frontier orbital gap comes out at 9.3 eV. As for the energy above the lowest of the compared OMol25 structures with the same formula, charge and spin: 328.2 kcal per mole.

Structure (ORCA input):
```
! wB97M-V def2-TZVPD RIJCOSX def2/J DEFGRID3
* xyz 0 1
C 3.20296 -5.79611 -2.94319
C 2.50996 -4.64311 -3.78319
C 1.37896 -4.26411 -3.05319
O 3.47896 -3.60211 -3.71519
H 2.58296 -6.63711 -2.74419
H 3.74096 -5.58411 -2.10619
H 3.96296 -6.29111 -3.64419
H 2.24896 -4.86811 -4.87819
H 1.58896 -3.66811 -2.23119
H 0.63496 -5.05611 -2.75119
H 0.56196 -3.51111 -3.61719
H 2.98596 -2.88511 -4.11819
C 1.30196 5.90289 1.76481
C 1.57196 4.43889 1.22381
C 2.03396 3.44089 2.34481
O 0.41296 3.91089 0.57781
H 0.59896 5.96589 2.46281
H 0.80796 6.65689 0.98781
H 2.17496 6.41989 2.13781
H 2.39796 4.71889 0.33681
H 2.45496 2.48089 1.59281
H 1.12596 3.14389 2.98681
H 2.81596 3.86389 3.17681
H 0.55996 3.00789 0.35181
C 2.38696 -5.48711 1.29681
C 0.98096 -4.93711 1.75281
C 0.13896 -4.90911 0.53681
O 0.30396 -5.78911 2.71281
H 2.33896 -6.49811 0.84981
H 3.23296 -5.60811 2.15081
H 2.95896 -5.13311 0.52481
H 1.23596 -3.98111 2.24381
H 0.61996 -4.34011 -0.13819
H -0.81704 -4.41511 0.69981
H -0.06904 -5.85011 0.03281
H -0.59004 -5.74111 2.73781
C 4.16896 -2.26211 0.43581
C 4.51596 -1.02511 -0.42619
C 4.15996 0.21289 0.35981
O 5.87996 -1.12011 -0.64219
H 3.13096 -2.44711 0.76781
H 4.73196 -2.15011 1.27181
H 4.47296 -3.14611 -0.15319
H 4.03396 -0.96211 -1.33319
H 4.16996 1.27989 0.01481
H 4.97196 0.28989 1.05681
H 3.10096 0.17189 0.92281
H 5.83096 -1.63811 -1.43519
C -0.11804 -1.07211 -0.18119
C -0.71204 0.33289 -0.12219
C -1.30604 0.70389 1.08181
O 0.38696 1.15089 -0.58119
H 0.13796 -1.29711 -1.13619
H -0.89504 -1.81311 0.09481
H 0.55796 -1.06311 0.56481
H -1.28004 0.28689 -0.94819
H -0.82404 0.64989 1.93581
H -2.09504 0.02789 1.31981
H -1.87904 1.68189 1.00581
H 0.33496 0.73589 -1.44119
C -3.92104 6.35689 1.06481
C -2.64404 5.51289 1.34181
C -2.85804 4.29589 2.13581
O -1.86804 5.29089 0.18981
H -4.51404 5.83389 0.49281
H -3.95704 7.13389 0.54381
H -4.49004 6.52489 1.98581
H -1.87104 6.12989 2.03481
H -3.38904 4.41389 3.05881
H -1.78304 3.65089 2.14881
H -3.57104 3.66389 1.50081
H -1.10804 4.91989 0.69281
C -0.28004 2.41489 -3.53519
C 1.00796 1.67989 -3.81019
C 2.30196 2.44889 -3.40219
O 0.89496 0.44489 -3.12319
H -0.33704 3.36889 -4.24719
H -0.46704 2.61289 -2.52419
H -1.22304 1.90489 -3.82619
H 0.99996 1.32189 -4.77619
H 3.27296 1.86389 -3.53919
H 2.29496 2.64689 -2.41319
H 2.28996 3.57589 -3.59719
H 1.10096 -0.35811 -3.57419
C -3.97304 -2.25411 0.09181
C -4.10704 -1.22811 -0.96819
C -5.00504 -1.61711 -2.13619
O -4.56804 0.04389 -0.56119
H -3.35804 -1.99711 0.94681
H -3.64704 -3.35311 -0.14219
H -4.95604 -2.20411 0.83081
H -2.97404 -1.08911 -1.50519
H -4.81404 -1.04711 -2.98319
H -6.07504 -1.63111 -1.66919
H -4.83704 -2.73411 -2.49819
H -4.35504 0.61889 -1.27719
C 2.21596 -1.33911 4.16081
O 3.05196 -0.65111 5.09681
H 2.00996 -0.95111 3.12481
H 1.13396 -1.43111 4.75181
H 2.50496 -2.32711 4.08081
H 3.83596 -0.27411 4.57081
C -3.70804 2.81689 -2.32419
O -4.32104 1.63289 -2.83019
H -4.18204 3.48189 -1.44119
H -3.14104 3.37589 -3.17819
H -2.78504 2.41489 -1.79719
H -5.19504 1.80789 -3.35719
C -3.29404 -0.31911 4.70681
O -3.26404 1.08689 4.91281
H -4.24704 -0.69211 4.56481
H -2.69404 -0.77511 5.65181
H -2.63604 -0.52011 3.80381
H -3.83204 1.51689 4.35881
*
```


Entry 2:
# C8H10S2

A cluster of 2 separate species, C8H10S2 in total at a distorted geometry (ωB97M-V/def2-TZVPD, the OMol25 dataset).

For the total energy, the calculation gives -1107.06910 Eh. Its structure (SMILES) is SC1=CC=C[C@@H]2S[C@H]12.C=C. The value obtained for the molar mass is 170.30 g mol⁻¹. The frontier orbital gap comes out at 8.0 eV. As for the energy above the lowest of the compared OMol25 structures with the same formula, charge and spin: 49.8 kcal per mole.

Structure (ORCA input):
```
! wB97M-V def2-TZVPD RIJCOSX def2/J DEFGRID3
* xyz 0 1
S -1.64355 -1.03317 -1.45004
C -0.18650 -0.75900 -0.49856
C 0.23357 -1.36562 0.59866
C 1.55070 -1.31377 0.98445
C 2.50979 -0.76262 0.15058
C 2.12281 0.03938 -0.96121
S 1.31564 1.62656 -0.63183
C 0.64868 0.04944 -1.28719
H -2.38827 -1.61776 -0.49160
H -0.50830 -1.80850 1.25851
H 1.78470 -1.94719 1.78935
H 3.52764 -0.71417 0.45889
H 2.91947 0.21061 -1.59297
H 0.53473 0.22739 -2.32348
C -2.06064 2.09113 0.30067
C -1.83529 0.99623 1.06670
H -3.07549 1.92588 -0.35610
H -1.68869 3.09247 0.30821
H -2.53010 0.17969 0.76686
H -1.23092 0.88301 1.91010
*
```


Entry 3:
# C25H37Cl3O12

A cluster of 7 separate species, C25H37Cl3O12 in total at a distorted geometry (ωB97M-V/def2-TZVPD, the OMol25 dataset).

For the total energy, the calculation gives -3258.31015 Eh. Its structure (SMILES) is ClC(Cl)Cl.O=C1CCCO1.O=C1CCCO1.O=C1CCCO1.O=C1CCCO1.O=C1CCCO1.O=C1CCCO1. The value obtained for the molar mass is 635.92 g mol⁻¹. The frontier orbital gap comes out at 10.0 eV.

Structure (ORCA input):
```
! wB97M-V def2-TZVPD RIJCOSX def2/J DEFGRID3
* xyz 0 1
Cl -2.09367 -0.86093 -1.20180
C -0.51832 -0.71967 -0.50914
Cl 0.56017 0.23895 -1.59308
Cl 0.19635 -2.31687 -0.20913
H -0.56192 -0.11544 0.38590
O -0.57260 5.52526 -5.81990
C -0.08656 4.45130 -5.67671
C 1.04690 3.76175 -6.43872
C 1.08740 2.36820 -5.99285
C 0.11284 2.28401 -4.80274
O -0.57545 3.53307 -4.78267
H 0.80499 3.87214 -7.49048
H 1.95849 4.31434 -6.18760
H 0.78006 1.63844 -6.72831
H 2.06072 2.02232 -5.64941
H -0.60528 1.47792 -4.89153
H 0.66779 2.21222 -3.86271
O 4.82370 -2.08547 0.42000
C 4.58831 -0.94127 0.23259
C 3.59891 -0.03843 0.97523
C 3.95545 1.33521 0.39408
C 4.53018 0.98993 -0.92346
O 5.17874 -0.26879 -0.79781
H 2.54642 -0.24302 0.77637
H 3.76158 -0.12491 2.05146
H 3.14751 2.05997 0.35248
H 4.75117 1.76655 1.01033
H 3.78129 0.96800 -1.71669
H 5.26404 1.73462 -1.24712
O 0.74442 -0.05900 2.46694
C 0.27744 0.73641 3.19319
C 0.52529 2.22826 3.40209
C -0.62976 2.67045 4.24284
C -1.04574 1.41691 5.01130
O -0.71120 0.36492 4.06341
H 1.44816 2.39081 3.94682
H 0.58492 2.71661 2.44980
H -0.48627 3.55954 4.86525
H -1.51586 2.94619 3.65680
H -0.38100 1.36178 5.87709
H -2.10657 1.23595 5.15646
O 2.12965 -4.91193 -5.62157
C 2.34714 -4.37286 -4.61614
C 2.38696 -2.84945 -4.37124
C 3.03243 -2.73696 -2.97970
C 2.74682 -4.11020 -2.38862
O 2.74261 -5.00862 -3.46773
H 3.00232 -2.36542 -5.14507
H 1.35376 -2.47912 -4.37120
H 4.11294 -2.58850 -3.14581
H 2.59727 -1.88001 -2.47719
H 3.49030 -4.45527 -1.67785
H 1.77932 -4.18674 -1.87044
O -1.39142 1.96158 0.99156
C -2.48366 1.76044 1.35468
C -3.62965 2.72963 1.34465
C -4.57601 2.16636 2.37247
C -4.27109 0.67471 2.30765
O -2.85151 0.58213 1.96009
H -3.23542 3.73073 1.58111
H -4.04663 2.70624 0.34511
H -4.30334 2.49996 3.37637
H -5.61646 2.38449 2.15589
H -4.34810 0.11714 3.25389
H -4.91929 0.17239 1.59204
O -4.65548 -4.91076 2.02483
C -3.89407 -4.22447 2.59789
C -3.98080 -3.58868 4.01982
C -2.87071 -2.52102 3.98918
C -1.91066 -3.10977 3.02198
O -2.69696 -3.82693 2.05284
H -5.00833 -3.31590 4.25476
H -3.74459 -4.44851 4.65903
H -3.22018 -1.58723 3.55141
H -2.33179 -2.30807 4.91602
H -1.39584 -2.30622 2.48685
H -1.23259 -3.80140 3.51389
*
```


Entry 4:
# C31H20Cl2N4O2S

A cluster of 2 separate species, C31H20Cl2N4O2S in total at a distorted geometry (ωB97M-V/def2-TZVPD, the OMol25 dataset).

For the total energy, the calculation gives -2881.33765 Eh. Its structure (SMILES) is c1ccc(C(c2ccccc2)[C@@H]2CCN3C(=N2)Sc2ccccc23)cc1.N#CC1=C(C#N)C(=O)C(Cl)=C(Cl)C1=O. The value obtained for the molar mass is 583.50 g mol⁻¹. The frontier orbital gap comes out at 4.6 eV.

Structure (ORCA input):
```
! wB97M-V def2-TZVPD RIJCOSX def2/J DEFGRID3
* xyz 0 1
C 1.86455 -1.67861 -5.71824
C 2.71855 -0.72160 -5.15212
C 2.49410 -0.26628 -3.84932
C 1.39282 -0.73000 -3.12210
C 1.15780 -0.17109 -1.72450
C 1.89801 -0.92509 -0.63479
C 2.25067 -0.21352 0.51055
C 3.04401 -0.81387 1.47876
C 3.34915 -2.17322 1.39629
C 2.88297 -2.91750 0.31380
C 2.21303 -2.28457 -0.74101
C -0.33317 -0.02866 -1.36873
C -1.03055 0.80880 -2.43523
C -2.38812 1.31058 -2.00717
N -2.30341 1.85130 -0.64581
C -1.29880 1.46611 0.19973
N -0.41272 0.55790 -0.01265
S -1.38101 2.41006 1.69587
C -2.85789 3.17395 1.18484
C -3.61603 4.13854 1.85392
C -4.68454 4.75390 1.18749
C -5.00416 4.38624 -0.12792
C -4.26261 3.39674 -0.79445
C -3.20636 2.78210 -0.11648
C 0.54884 -1.69821 -3.67507
C 0.77996 -2.16058 -4.97918
H 2.03797 -2.04213 -6.73570
H 3.56370 -0.32944 -5.72252
H 3.14870 0.48329 -3.39297
H 1.57793 0.85046 -1.73309
H 1.89221 0.81031 0.63090
H 3.41465 -0.19369 2.28614
H 3.94586 -2.64373 2.17828
H 3.07521 -3.98938 0.27586
H 1.92549 -2.84507 -1.63566
H -0.79354 -1.04116 -1.32892
H -0.37426 1.65765 -2.68821
H -1.15079 0.23264 -3.36063
H -2.73400 2.10953 -2.66710
H -3.11408 0.48577 -2.05801
H -3.36309 4.40168 2.87860
H -5.27256 5.52419 1.69244
H -5.84159 4.87664 -0.62951
H -4.49675 3.12570 -1.82619
H -0.30523 -2.08040 -3.10434
H 0.09609 -2.90237 -5.39834
N -2.43052 -3.33121 4.28033
C -1.39772 -2.78113 4.26204
C -0.14367 -2.11394 4.23163
C -0.06653 -0.80034 3.82929
C -1.29235 -0.10784 3.65340
N -2.34543 0.40261 3.63467
C 1.17901 -0.03751 3.99260
O 1.26558 1.13302 3.61052
C 2.34756 -0.81387 4.53429
Cl 3.76590 0.08770 4.88641
C 2.32662 -2.17569 4.63880
Cl 3.72728 -3.12090 4.90826
C 1.04675 -2.93281 4.53126
O 0.97052 -4.15200 4.62904
*
```